w.
Formula: C6H20O4
Source: the OMol25 dataset
Level of theory: ωB97M-V/def2-TZVPD

Atoms and positions in Å:
C -3.015 -2.489 -0.818
C -2.485 -3.467 0.235
O -3.055 -4.680 -0.128
H -2.665 -2.804 -1.801
H -2.613 -1.492 -0.640
H -4.104 -2.457 -0.853
H -2.835 -3.261 1.247
H -1.413 -3.609 0.100
H -2.586 -4.924 -0.930
C 1.099 0.141 2.300
C 0.043 0.369 1.273
O 0.491 0.977 0.095
H 1.543 1.094 2.586
H 1.877 -0.518 1.916
H 0.582 -0.393 3.097
H -0.822 0.946 1.601
H -0.467 -0.568 1.048
H 0.436 1.935 0.092
C 2.576 -0.112 -2.823
O 2.577 -0.116 -1.377
H 3.006 -0.979 -3.323
H 1.564 0.084 -3.180
H 3.165 0.756 -3.121
H 1.789 0.296 -1.017
C 1.189 4.251 0.914
O 0.103 3.725 0.199
H 1.255 3.645 1.818
H 2.119 4.016 0.395
H 1.068 5.244 1.346
H -0.422 4.391 -0.250

Calculated values
Orbital gap (eV): 10.04
SMILES: CCO.CCO.CO.CO



x.
Formula: C6H20O4
Source: the OMol25 dataset
Level of theory: ωB97M-V/def2-TZVPD

Atoms and positions in Å:
C 3.596 -14.343 -5.747
C 4.320 -12.957 -5.412
C 4.665 -12.105 -6.549
O 3.462 -12.228 -4.576
H 4.202 -14.965 -6.405
H 2.598 -14.227 -6.169
H 3.584 -14.898 -4.808
H 5.190 -13.309 -4.858
H 5.734 -11.900 -6.612
H 4.110 -11.167 -6.530
H 4.393 -12.636 -7.461
H 3.929 -11.415 -4.369
C 10.091 -17.113 -6.197
O 10.805 -16.193 -5.403
H 9.867 -16.682 -7.173
H 10.547 -18.048 -6.523
H 9.161 -17.358 -5.685
H 10.443 -15.305 -5.366
C 15.680 -18.949 -1.745
O 14.609 -18.176 -1.159
H 15.429 -19.152 -2.787
H 16.432 -18.160 -1.751
H 15.948 -19.780 -1.094
H 14.089 -17.830 -1.888
C 13.376 -10.994 -6.159
O 11.969 -10.885 -6.093
H 13.749 -11.798 -6.794
H 13.701 -10.074 -6.644
H 13.738 -11.164 -5.145
H 11.832 -9.938 -6.015

Calculated values
Orbital gap (eV): 10.51
SMILES: CC(C)O.CO.CO.CO



What should be chosen as the most stable of them? Choose w.



w.
Formula: C4H5F3O
Source: the OMol25 dataset
Level of theory: ωB97M-V/def2-TZVPD

Atoms and positions in Å:
C 0.187 0.762 0.023
C -1.112 -0.889 0.628
C 0.349 -1.489 0.633
C 0.793 1.465 -1.071
O -0.984 0.130 -0.321
F -1.340 -0.269 1.826
F 0.771 -1.957 -0.585
F 0.445 -2.414 1.600
H 0.216 1.157 1.034
H -2.071 -1.629 0.425
H 0.234 1.170 -1.932
H 1.892 1.373 -1.204
H 0.619 2.591 -1.057

Calculated values
Orbital gap (spin up / spin down) (eV): 9.00 / 8.34



x.
Formula: C4H5F3O
Source: the OMol25 dataset
Level of theory: ωB97M-V/def2-TZVPD

Atoms and positions in Å:
C 2.344 -1.360 0.552
C 1.161 -0.843 0.750
C -0.042 -0.946 -0.125
O -1.072 -1.126 0.425
H 2.915 -1.656 1.398
H 2.644 -1.575 -0.473
H 0.714 -0.675 1.745
H 0.228 -0.961 -1.196
F -2.436 2.273 -1.654
C -1.814 1.658 -0.600
F -0.715 2.506 -0.336
F -2.471 1.800 0.520
H -1.456 0.907 -1.006

Calculated values
Orbital gap (eV): 10.68
SMILES: C=CC=O.FC(F)F



y.
Formula: C4H5F3O
Source: the OMol25 dataset
Level of theory: ωB97M-V/def2-TZVPD

Atoms and positions in Å:
C 1.965 0.973 0.193
C -0.835 0.809 -0.479
C -0.044 -1.532 0.021
C -1.068 -0.419 0.296
O 2.643 1.773 -0.368
F 2.370 0.188 1.182
F 0.110 -1.875 -1.192
F -1.265 -0.315 1.676
H -1.269 1.734 -0.087
H 0.330 1.111 -0.339
H -0.974 0.774 -1.534
H 0.091 -2.365 0.711
H -2.051 -0.856 -0.080

Calculated values
Orbital gap (spin up / spin down) (eV): 9.70 / 6.94



What should be chosen as the most stable of them? Choose x.



w.
Formula: C5H15N2O
Source: the OMol25 dataset
Level of theory: ωB97M-V/def2-TZVPD

Atoms and positions in Å:
N -0.345 -0.498 1.297
C 0.097 -1.537 0.284
C 1.610 -1.855 0.391
N 1.902 -2.917 -0.583
H 0.156 -0.652 2.191
H -0.115 0.489 0.948
H -1.349 -0.508 1.467
H -0.502 -2.429 0.475
H -0.194 -1.135 -0.701
H 2.155 -0.889 0.296
H 1.847 -2.256 1.384
H 1.839 -2.642 -1.556
H 2.806 -3.301 -0.426
C -1.795 1.671 -0.717
O -2.084 1.991 -2.079
C -0.297 1.799 -0.575
C 0.292 2.486 0.438
H -2.106 0.625 -0.458
H -2.302 2.371 -0.022
H -3.044 2.021 -2.190
H 0.362 1.303 -1.314
H 1.320 2.793 0.274
H -0.253 3.071 1.176

Calculated values
Orbital gap (eV): 10.05
Charge: +1



x.
Formula: C5H15N2O
Source: the OMol25 dataset
Level of theory: ωB97M-V/def2-TZVPD

Atoms and positions in Å:
C -2.247 2.286 -0.304
C -0.940 2.108 0.446
C 0.041 1.152 -0.216
C -0.386 -0.277 -0.501
N 0.543 -2.788 1.031
C -0.422 -1.969 1.376
N -0.871 -0.931 0.742
H -2.032 2.823 -1.250
H -2.643 1.305 -0.599
H -3.058 2.819 0.204
H -0.349 3.038 0.595
H -1.153 1.900 1.509
H 0.518 1.611 -1.117
H 0.988 1.162 0.325
H 0.444 -0.807 -0.991
H -1.218 -0.368 -1.217
H 1.091 -2.551 0.215
H 0.641 -3.684 1.476
H -1.045 -2.194 2.260
H -1.673 -0.440 1.112
H 4.118 -0.814 -2.013
H 5.172 -1.976 -1.732
O 4.483 -1.404 -1.351

Calculated values
Orbital gap (eV): 11.18
Charge: +1



y.
Formula: C5H15N2O
Source: the OMol25 dataset
Level of theory: ωB97M-V/def2-TZVPD

Atoms and positions in Å:
C -1.794 0.915 -1.960
C -0.366 1.275 -1.513
C 0.233 0.289 -0.530
C 1.463 0.330 0.079
N 1.925 -0.901 0.689
C 3.356 -0.949 1.181
N -2.696 0.362 -0.725
H -2.214 1.780 -2.432
H -1.790 0.117 -2.747
H 0.413 1.394 -2.243
H -0.635 2.326 -0.955
H -0.360 -0.609 -0.289
H 2.113 1.098 -0.053
H 1.304 -1.521 1.147
H 3.835 0.072 1.069
H 3.352 -1.149 2.245
H 3.882 -1.750 0.607
H -3.236 -0.271 -1.174
H -3.103 1.167 -0.234
H -1.867 -0.149 -0.244
H -1.741 -1.897 2.833
H -1.053 -0.594 2.935
O -1.022 -1.335 2.316

Calculated values
Orbital gap (eV): 7.72
Charge: +1



z.
Formula: C5H15N2O
Source: the OMol25 dataset
Level of theory: ωB97M-V/def2-TZVPD

Atoms and positions in Å:
C 0.941 -0.835 0.018
C -0.161 -0.863 1.055
C -1.156 0.303 0.930
N 0.386 3.744 1.030
C -0.134 2.516 1.305
C -0.604 1.621 0.426
N 0.327 -0.892 -1.360
H 1.558 -1.729 0.076
H 1.520 0.070 0.109
H -0.660 -1.835 1.078
H 0.317 -0.798 2.033
H -1.606 0.469 1.901
H -2.050 0.024 0.356
H 0.715 3.985 0.113
H 0.763 4.341 1.746
H -0.211 2.314 2.358
H -0.596 1.807 -0.649
H -0.441 -0.228 -1.446
H 0.995 -0.655 -2.088
H -0.027 -1.845 -1.559
H -0.657 -4.147 -2.249
H 0.732 -3.874 -2.878
O 0.048 -3.492 -2.309

Calculated values
Orbital gap (eV): 8.15
Charge: +1



What should be chosen as the most stable of them? Choose x.



w.
Formula: C5H15N2O
Source: the OMol25 dataset
Level of theory: ωB97M-V/def2-TZVPD

Atoms and positions in Å:
C -2.569 -0.974 0.321
C -1.318 -0.432 -0.062
C -0.707 0.641 0.817
C 0.711 0.975 0.423
C 0.968 2.302 0.388
N 2.121 2.829 -0.076
N -0.187 -1.607 0.097
H -2.630 -1.197 1.391
H -2.913 -1.897 -0.195
H -3.289 -0.182 0.303
H -1.194 -0.078 -1.106
H -0.827 0.410 1.860
H -1.355 1.528 0.742
H 1.372 0.231 0.423
H 0.221 3.055 0.764
H 2.791 2.193 -0.363
H 2.351 3.752 0.123
H 0.491 -1.642 -0.676
H -0.664 -2.647 -0.171
H 0.004 -1.892 1.114
H 2.708 -1.165 -1.856
H 2.014 -2.456 -2.468
O 1.902 -1.748 -1.794

Calculated values
Orbital gap (eV): 8.19
Charge: +1



x.
Formula: C5H15N2O
Source: the OMol25 dataset
Level of theory: ωB97M-V/def2-TZVPD

Atoms and positions in Å:
C 1.270 -0.221 1.284
C 1.355 -1.502 0.472
C 0.041 -2.062 -0.075
N -1.400 0.496 -2.456
C -1.176 -0.423 -1.413
C -0.213 -1.327 -1.400
N 0.802 1.033 0.682
H 2.182 -0.136 1.860
H 0.528 -0.610 2.035
H 1.980 -1.446 -0.440
H 2.101 -2.107 1.032
H -0.823 -2.091 0.528
H 0.347 -3.071 -0.344
H -1.135 0.246 -3.399
H -2.290 0.962 -2.427
H -1.898 -0.321 -0.597
H 0.370 -1.722 -2.208
H -0.237 1.107 0.765
H 1.229 1.805 1.206
H 0.960 1.166 -0.350
H -1.152 2.714 2.877
H -0.940 3.732 2.004
O -0.599 2.814 2.079

Calculated values
Orbital gap (eV): 8.64
Charge: +1



What should be chosen as the most stable of them? Choose x.



w.
Formula: C5H15N2O
Source: the OMol25 dataset
Level of theory: ωB97M-V/def2-TZVPD

Atoms and positions in Å:
C 3.021 -1.668 0.702
C 1.609 -1.080 0.870
C 1.122 -0.470 -0.428
C -0.372 -0.170 -0.415
C -0.857 0.563 -1.398
N -2.329 0.752 -1.549
N 1.468 -0.030 1.875
H 3.427 -1.825 -0.297
H 3.752 -1.054 1.217
H 3.101 -2.644 1.187
H 0.979 -1.927 1.141
H 1.667 0.394 -0.826
H 1.282 -1.118 -1.292
H -0.790 -0.286 0.583
H -0.292 1.022 -2.164
H -2.585 0.798 -2.532
H -2.843 0.054 -1.018
H -2.616 1.631 -1.074
H 1.623 -0.397 2.813
H 2.266 0.596 1.788
H -4.353 3.059 0.282
H -4.107 1.598 0.645
O -4.173 2.200 -0.108

Calculated values
Orbital gap (eV): 9.41
Charge: +1



x.
Formula: C5H15N2O
Source: the OMol25 dataset
Level of theory: ωB97M-V/def2-TZVPD

Atoms and positions in Å:
N -1.348 4.230 -1.287
C -0.614 -0.242 -0.586
C -0.712 1.234 -0.451
O -1.797 1.708 0.426
C 0.002 -0.980 0.560
N 1.355 -1.435 0.421
C 1.429 -2.416 -0.672
C 1.864 -2.044 1.632
H -1.930 3.487 -0.785
H -1.381 5.142 -0.764
H -1.814 4.405 -2.226
H -1.545 -0.707 -1.002
H -1.004 1.660 -1.354
H 0.198 1.714 -0.054
H -2.316 0.935 0.706
H -0.046 -0.205 1.330
H -0.549 -1.838 0.963
H 1.215 -3.540 -0.315
H 2.391 -2.422 -1.211
H 0.715 -2.080 -1.315
H 1.322 -3.018 1.919
H 1.664 -1.346 2.433
H 2.902 -2.243 1.633

Calculated values
Orbital gap (eV): 4.48
Charge: +1



What should be chosen as the most stable of them? Choose w.